Density functional theory data (wB97M-V/def2-TZVPD) for 2 unconnected molecules or ions with the total composition C5H13NSi in a non-equilibrium geometry.

## Properties
relative energy (zero: lowest compared OMol25 entry of this formula, charge and spin)	3.668	eV
frontier orbital gap (alpha / beta)	6.4 / 7.7	eV
E_tot	-14760.3924	eV

```
20
Properties=species:S:1:pos:R:3:forces:R:3:nbo_charge:R:1
C 1.313609 -2.590387 -1.651791 -4.266 -0.189 1.429 -0.385
C 0.944567 -2.407092 -0.346485 0.247 -0.058 1.350 -0.264
C 0.642785 1.098811 1.657823 -3.030 1.942 2.057 -1.139
C -0.048604 1.653710 -1.178515 2.113 3.170 2.071 -1.159
C -0.368069 -2.464748 0.210698 -0.205 0.506 -0.974 -0.400
N -2.028305 1.850198 0.990849 1.499 0.061 -2.370 -1.274
Si -0.686663 0.893310 0.379390 -0.988 0.160 0.223 1.453
H 2.299047 -2.535291 -1.931734 1.924 0.039 -0.981 0.200
H 0.420936 -2.812802 -2.282823 1.343 0.161 -0.232 0.186
H 1.727262 -2.220856 0.364224 0.558 0.078 0.304 0.187
H 1.383056 0.400473 1.534356 2.253 -1.206 -0.211 0.232
H 0.869041 2.182188 1.632985 0.667 -0.583 -0.259 0.240
H 0.193165 1.000339 2.700017 0.505 -0.259 -1.187 0.236
H -0.087831 2.827245 -1.203679 -0.590 -2.061 0.002 0.244
H 1.049460 1.570393 -0.960557 -0.573 -0.379 -0.581 0.241
H -0.252222 1.238045 -2.097131 -0.530 -0.835 -2.042 0.238
H -0.832555 -2.541721 1.215012 1.312 0.182 -0.610 0.217
H -1.072700 -2.593669 -0.579066 -0.946 -0.182 -0.310 0.170
H -2.312803 1.557858 1.867608 -1.261 -0.278 1.851 0.380
H -2.724030 2.242095 0.366998 -0.030 -0.269 0.472 0.397
```
Forces are in eV/Å.

Density functional theory data (wB97M-V/def2-TZVPD) for a molecular structure, C30H42N2O2P2Sn in a non-equilibrium geometry.

## Properties
relative energy (zero: lowest compared OMol25 entry of this formula, charge and spin)	2.870	eV
frontier orbital gap	7.3	eV
E_tot	-63272.3049	eV

```
79
Properties=species:S:1:pos:R:3:forces:R:3:lowdin_charge:R:1
P 0.236939 4.367796 -2.864123 0.858 1.047 -1.120 0.904
P 2.069724 1.486873 -3.828064 0.767 0.770 -0.665 0.882
C 1.846727 4.321648 -3.843284 -0.493 -0.263 -0.019 -0.435
C 1.939363 3.109339 -4.781018 0.012 -0.340 0.159 -0.439
H 2.661023 4.340403 -3.092847 -0.249 -0.130 -0.379 0.064
H 1.908683 5.261549 -4.414733 0.061 -0.203 0.136 0.079
H 1.038690 3.021981 -5.420001 0.403 0.214 0.185 0.063
H 2.828681 3.209343 -5.424213 -0.319 -0.121 -0.014 0.076
C 3.896179 1.634661 -3.494658 -0.031 -0.126 0.377 -0.310
H 4.193984 0.703806 -2.983318 0.130 0.393 -0.181 0.037
H 4.115176 2.482222 -2.826327 -0.015 -0.319 -0.201 0.023
H 4.453515 1.743319 -4.447719 -0.277 0.003 0.560 0.040
C 2.299842 0.322148 -5.223774 -0.156 -0.362 -0.077 -0.322
H 3.332474 0.367043 -5.594122 -0.365 -0.067 -0.128 0.030
H 1.590414 0.527636 -6.033632 0.119 -0.158 0.131 0.035
H 2.105176 -0.677589 -4.812066 0.086 0.105 -0.381 0.029
C 0.658665 6.030370 -2.159882 -0.286 0.302 0.457 -0.294
H 0.030383 6.223849 -1.281184 0.171 0.163 -0.158 0.029
H 0.475312 6.815526 -2.913708 0.148 -0.259 0.350 0.034
H 1.710112 6.088612 -1.842988 -0.332 -0.138 -0.009 0.040
C -0.884622 5.021271 -4.171826 -0.075 -0.039 -0.037 -0.308
H -0.967793 4.306913 -4.999522 -0.134 0.177 0.140 0.027
H -0.532625 5.996564 -4.535934 -0.152 -0.307 -0.102 0.031
H -1.865533 5.146831 -3.695806 0.079 0.007 -0.312 0.034
Sn -2.327110 -0.741852 -1.496629 -0.336 0.124 1.337 1.240
C 2.562916 0.621216 -0.114870 0.464 0.552 0.509 -0.109
C 3.408073 1.693360 -0.092331 0.230 -2.284 0.110 -0.149
C 3.175982 2.956984 0.643749 -0.012 0.985 -0.029 -0.190
C 2.074054 2.917888 1.743336 0.360 -0.199 -0.541 -0.179
C 0.887036 3.644731 1.233318 -0.990 0.762 -0.588 -0.120
C 0.411870 3.471206 -0.015114 -0.843 -1.524 1.596 -0.173
C 0.697871 2.164621 -0.799672 -0.056 0.432 -0.479 -0.287
C 1.055000 0.817747 -0.058882 -0.284 0.944 0.683 -0.185
C -2.716906 0.773997 0.146910 0.622 -0.274 -0.345 -0.322
H 2.937083 -0.411791 -0.035744 0.005 0.480 -1.150 0.105
H 4.418049 1.627911 -0.534459 -0.289 -0.509 0.761 0.099
H 3.000860 3.752110 -0.114080 0.058 0.055 0.777 0.115
H 4.112844 3.188589 1.169633 0.008 -0.030 -0.428 0.114
H 1.815809 1.868895 1.890703 0.242 0.171 0.443 0.089
H 2.420192 3.317956 2.710694 -0.040 -0.049 -0.532 0.116
H 0.434255 4.372052 1.909024 0.121 0.178 -0.379 0.101
H -0.430940 4.083598 -0.379882 0.551 -0.486 0.434 0.060
H 1.499603 2.384690 -1.545533 -0.746 -0.488 0.594 0.002
H -0.211024 1.976228 -1.396357 0.387 0.220 0.116 0.052
H 0.660670 0.868842 0.985171 0.081 -0.265 -0.734 0.111
H 0.502359 -0.038271 -0.524829 0.695 0.592 0.123 0.083
H -3.724987 1.154107 -0.057785 -0.103 -0.257 0.095 -0.019
H -2.083995 1.658334 0.205135 0.205 0.027 -0.118 -0.035
H -2.648738 0.193417 1.076934 -0.299 0.707 -0.415 -0.039
O -1.133660 -2.729755 -0.895733 -0.110 0.522 0.205 -0.196
C -1.495412 -2.784934 0.310557 0.157 -0.001 0.952 -0.601
N -0.905913 -3.582500 1.281739 0.379 0.177 -1.722 0.154
C -1.795292 -3.560731 2.419544 -0.175 -0.232 0.867 -0.297
C -2.395954 -2.150508 2.199964 -0.009 1.469 0.518 -0.418
O -2.672598 -1.323256 3.058750 -0.091 -1.419 -1.015 0.096
N -2.445536 -1.966818 0.823861 0.731 -0.899 -0.765 0.058
C -2.903689 -4.599849 2.206669 0.314 -0.007 -0.075 -0.173
C -4.232202 -4.236887 2.015082 -0.166 -0.509 0.198 -0.017
C -5.185796 -5.235795 1.780508 0.090 0.314 -0.030 -0.073
C -4.813985 -6.570771 1.702901 0.091 -0.235 0.254 -0.092
C -3.479207 -6.927357 1.916794 0.512 0.344 0.079 -0.073
C -2.511414 -5.941171 2.148635 -0.676 -0.246 -0.011 -0.027
C -1.082462 -3.757153 3.748805 -0.133 0.242 -0.156 -0.154
C -1.825367 -4.222523 4.836660 0.389 -0.134 -0.060 -0.020
C -1.181801 -4.535818 6.030615 0.026 0.240 -0.155 -0.072
C 0.193193 -4.312939 6.156699 0.179 0.246 -0.207 -0.091
C 0.929422 -3.767511 5.092074 -0.523 0.024 -0.091 -0.075
C 0.279084 -3.479706 3.880271 0.179 -0.276 0.363 -0.025
H -0.315881 -4.368999 0.990318 -0.675 0.417 0.325 0.168
H -4.542164 -3.193144 2.085125 0.069 -0.327 -0.033 0.119
H -6.225781 -4.940716 1.677493 0.094 -0.127 -0.090 0.103
H -5.561015 -7.351814 1.526344 0.273 0.357 0.065 0.105
H -3.168518 -7.969250 1.940263 -0.170 0.126 -0.167 0.101
H -1.458436 -6.207392 2.312049 -0.513 0.043 -0.025 0.126
H -2.898485 -4.365557 4.711386 0.289 -0.078 0.156 0.125
H -1.769398 -4.948349 6.851553 0.273 0.162 -0.118 0.105
H 0.690415 -4.523020 7.102849 -0.088 -0.045 -0.237 0.099
H 1.999974 -3.557377 5.188240 -0.455 -0.128 0.062 0.103
H 0.836558 -3.057074 3.036293 -0.240 -0.230 0.361 0.113
```
Forces are in eV/Å.

Density functional theory data (wB97M-V/def2-TZVPD) for a molecular structure, F6H6N3Na2O15S6 in a non-equilibrium geometry.

## Properties
frontier orbital gap	8.0	eV
E_tot	-125431.9746	eV
net charge	-1

```
38
Properties=species:S:1:pos:R:3:forces:R:3:nbo_charge:R:1
Na 0.519143 -2.555616 -1.876464 -0.145 -0.171 0.049 0.952
Na 0.544404 0.079717 -0.462940 0.135 1.397 0.449 0.914
N 1.186594 -2.150495 0.711393 -2.840 1.255 2.584 -1.251
S 0.238621 -2.117927 2.142416 -2.844 2.359 2.490 2.431
O 0.898773 -1.853858 3.368964 1.542 -0.098 -0.601 -0.882
O -0.805819 -3.084200 2.218558 0.664 -0.302 -1.251 -0.869
F -0.516099 -0.737499 1.923775 0.665 -0.574 -1.131 -0.475
S 1.493391 -3.653179 0.754879 5.188 -3.754 -1.362 2.475
O 0.734258 -4.451872 -0.121859 -1.658 -0.522 -1.149 -0.944
O 1.992209 -4.250505 1.957240 -0.708 0.948 -0.496 -0.859
F 2.861793 -3.494870 -0.188129 -0.570 0.093 0.523 -0.555
N -1.172393 -0.738971 -1.780804 -1.427 0.496 -2.921 -1.267
S -1.787454 0.106397 -3.136481 2.299 2.104 -2.601 2.415
O -2.902828 0.964117 -2.923191 0.021 -1.021 0.554 -0.848
O -1.663640 -0.550739 -4.418587 -0.057 -0.402 1.737 -0.903
F -0.579654 1.144162 -3.202812 0.202 -0.402 0.380 -0.500
S -2.593351 -1.237896 -1.264499 -2.896 -2.242 3.877 2.432
O -3.397952 -2.048298 -2.155928 1.305 1.145 0.170 -0.897
O -3.233006 -0.300825 -0.395915 0.305 -0.572 -0.809 -0.867
F -2.033050 -2.353426 -0.223925 0.401 0.376 -0.657 -0.523
N -1.332655 3.387221 2.497643 -1.353 -4.308 -1.027 -1.065
S -2.040473 2.286408 1.439838 -2.242 -2.055 2.231 2.399
O -1.160935 1.564039 0.538276 -0.574 0.918 0.687 -0.954
O -3.362487 2.679999 1.037593 1.464 -0.290 -0.366 -0.869
F -2.329204 1.279685 2.613789 0.111 -0.638 -0.138 -0.492
S -0.876966 4.308345 1.409153 3.352 7.813 0.103 2.432
O -1.917306 5.170101 0.907603 0.844 -0.950 -1.054 -0.896
O 0.284109 3.948379 0.616163 -1.262 0.083 -0.123 -0.969
F -0.145912 5.361165 2.446803 -0.087 -0.416 -0.374 -0.547
O 1.885905 2.334913 -0.806872 0.083 -0.572 -0.060 -0.993
H 2.743879 2.279250 -0.375977 -0.027 -0.040 0.063 0.469
H 1.366301 2.939893 -0.246182 -0.208 0.048 -0.050 0.517
O 2.509820 -0.861663 -2.402375 -0.224 -0.436 0.226 -0.975
H 3.285541 -0.871206 -1.827051 -0.072 0.023 0.113 0.500
H 2.863796 -0.980179 -3.289716 -0.086 0.175 -0.064 0.491
O 2.843457 -0.189017 1.284447 0.574 0.767 -0.126 -0.980
H 2.322355 -0.975068 1.108726 0.173 -0.385 0.055 0.468
H 3.276834 -0.376488 2.122459 -0.050 0.152 0.071 0.484
```
Forces are in eV/Å.

Density functional theory data (wB97M-V/def2-TZVPD) for 5 unconnected molecules or ions with the total composition C23H38BClNO17P in a non-equilibrium geometry.

## Properties
relative energy (zero: lowest compared OMol25 entry of this formula, charge and spin)	0.973	eV
frontier orbital gap	8.2	eV
SMILES	CC(=O)OC(=O)CB(C[C@H](C)Cl)P(=N)(O)O.C[C@@H]1COC(=O)O1.C[C@@H]1COC(=O)O1.C[C@@H]1COC(=O)O1.C[C@@H]1COC(=O)O1
E_tot	-83254.9288	eV

```
82
Properties=species:S:1:pos:R:3:forces:R:3:lowdin_charge:R:1
C -3.644015 0.409057 1.062529 0.763 0.577 -1.013 0.036
C -2.629706 -0.691570 0.883804 -1.668 2.601 -2.150 -0.535
O -2.491650 -1.482623 1.699194 1.145 -3.625 3.197 0.193
O -1.958085 -0.693719 -0.333281 -0.007 1.069 -0.246 0.094
C -0.585140 -0.822453 -0.284200 -0.756 2.275 -2.807 -0.522
O -0.019780 -1.566383 0.383040 1.708 -2.883 2.967 0.173
C 0.180220 0.056983 -1.260811 -0.072 -0.118 -0.206 -0.013
B 0.927840 1.280899 -0.575663 -0.359 -0.051 -0.093 -0.314
C 0.213985 2.674994 -0.389159 0.080 -0.613 -0.139 -0.188
C -0.902611 2.401269 0.614671 0.330 1.412 -0.429 -0.666
C -1.607706 3.676253 1.106958 -0.092 -1.028 0.080 -0.075
Cl -0.140904 1.510656 1.992858 -0.278 -0.377 -0.008 0.759
P 2.768300 1.219657 0.048069 0.803 1.056 0.848 0.517
N 3.303651 2.615232 0.495119 -0.606 -0.225 -0.164 -0.168
O 3.674176 0.716233 -1.198599 -0.514 -0.242 -0.190 -0.172
O 2.876952 0.118759 1.222722 -0.162 -0.394 -0.504 -0.174
H -3.286855 1.025188 1.878701 -0.046 0.088 0.345 0.077
H -3.712105 1.045993 0.188020 -0.236 0.021 -0.178 0.084
H -4.599991 -0.013102 1.306546 -0.371 -0.207 0.158 0.091
H 0.948130 -0.606250 -1.643101 0.198 -0.215 -0.091 0.113
H -0.421676 0.345100 -2.120164 -0.325 0.307 0.130 0.116
H 0.892060 3.442512 -0.039739 0.106 0.206 0.076 0.086
H -0.296372 2.980159 -1.301247 0.061 0.189 -0.265 0.121
H -1.614534 1.790607 0.086208 -0.219 -0.713 0.407 0.072
H -1.160570 4.557584 0.674322 0.066 0.277 0.017 0.082
H -1.586898 3.693756 2.184641 0.143 0.358 0.327 0.046
H -2.656598 3.602798 0.851455 -0.275 0.279 -0.231 0.080
H 3.598236 2.582869 1.461597 0.241 0.452 -0.001 -0.020
H 4.292895 1.447770 -1.352988 0.124 -0.115 0.098 0.073
H 3.591019 0.380325 1.823464 0.017 -0.024 -0.014 0.056
C -0.239916 -4.668817 -0.224597 0.268 -0.124 -0.238 -0.014
C -1.303160 -5.299054 -1.088378 0.381 0.225 0.407 -0.327
C -1.495484 -6.780820 -0.891177 -0.260 -0.136 0.064 -0.098
O -2.017738 -7.186321 -2.164230 0.126 0.133 -0.045 0.059
C -1.540722 -6.311524 -3.090828 0.048 0.046 0.074 -0.561
O -1.631651 -6.457230 -4.264503 -0.003 -0.018 -0.067 0.164
O -0.944553 -5.252436 -2.482537 -0.244 -0.240 -0.092 0.082
H 0.017876 -3.682613 -0.596960 -0.106 0.070 0.090 0.066
H -0.583951 -4.572504 0.804486 -0.055 0.068 -0.028 0.099
H 0.676090 -5.263393 -0.231938 -0.056 -0.081 -0.023 0.091
H -2.247808 -4.759396 -0.972563 -0.040 -0.069 -0.037 0.160
H -2.194930 -7.020540 -0.093506 -0.116 -0.076 -0.149 0.139
H -0.556135 -7.312085 -0.720539 0.063 0.121 0.030 0.137
C -1.069297 0.244056 -6.420270 0.109 -0.092 0.312 -0.020
C -2.328444 1.015795 -6.109594 0.491 -0.303 -0.175 -0.334
C -2.201638 2.513590 -6.226601 -0.163 0.178 -0.181 -0.097
O -3.216922 2.969280 -5.323160 0.059 -0.175 0.094 0.063
C -3.371620 2.007823 -4.374509 0.055 -0.041 -0.011 -0.560
O -3.999128 2.138952 -3.376673 0.006 0.013 0.090 0.165
O -2.700740 0.877153 -4.726641 -0.194 0.305 -0.022 0.076
H -1.155511 -0.784145 -6.069758 -0.081 -0.021 -0.114 0.090
H -0.879751 0.234144 -7.493284 -0.044 0.011 -0.006 0.091
H -0.205353 0.683364 -5.918422 -0.032 0.056 -0.008 0.087
H -3.158290 0.638520 -6.713914 -0.049 0.087 0.019 0.160
H -2.386018 2.883385 -7.232621 -0.162 0.095 0.084 0.140
H -1.236629 2.887123 -5.875402 0.052 -0.128 -0.014 0.138
C 7.884620 -2.388524 -0.229361 -0.196 0.111 -0.250 -0.019
C 7.647669 -1.411593 0.895649 0.128 -0.419 -0.371 -0.330
C 6.685100 -1.882092 1.957046 0.041 -0.093 0.266 -0.090
O 6.183002 -0.640052 2.471438 -0.026 0.069 -0.205 0.061
C 6.264296 0.271009 1.464561 0.126 -0.129 -0.121 -0.557
O 5.761226 1.347678 1.489871 0.041 -0.118 0.152 0.144
O 6.983016 -0.224375 0.427945 -0.060 0.150 0.349 0.091
H 8.369815 -1.892279 -1.069263 0.114 -0.004 0.077 0.089
H 8.515402 -3.212259 0.104158 0.015 0.032 0.040 0.091
H 6.943059 -2.797735 -0.598504 -0.021 0.017 0.057 0.090
H 8.601507 -1.104596 1.334483 -0.051 0.037 0.072 0.160
H 7.162117 -2.461100 2.744424 -0.052 0.167 0.128 0.140
H 5.845508 -2.449059 1.548647 0.063 -0.003 -0.117 0.141
C -2.547447 1.449185 5.287248 -0.145 -0.148 -0.317 -0.018
C -2.938115 2.901575 5.387208 0.187 -0.534 0.040 -0.332
C -4.101108 3.193541 6.300762 -0.019 0.191 0.217 -0.095
O -4.625561 4.403742 5.736965 0.079 -0.116 -0.165 0.063
C -4.318466 4.397078 4.411626 0.002 -0.052 0.039 -0.555
O -4.752561 5.157237 3.613010 -0.019 0.027 -0.054 0.172
O -3.443615 3.391462 4.132365 -0.129 0.247 0.137 0.060
H -1.895426 1.291322 4.428527 0.131 0.038 0.075 0.053
H -2.029156 1.122219 6.188394 0.016 0.060 0.007 0.093
H -3.423438 0.814299 5.142103 -0.037 0.048 0.038 0.091
H -2.066628 3.507774 5.651854 -0.059 0.073 0.018 0.161
H -3.805963 3.346326 7.336345 -0.068 0.196 -0.028 0.139
H -4.879698 2.428356 6.255650 0.092 -0.089 -0.058 0.139
```
Forces are in eV/Å.

Density functional theory data (wB97M-V/def2-TZVPD) for a molecular structure, C2H8O2Tl in a non-equilibrium geometry.

## Properties
relative energy (zero: lowest compared OMol25 entry of this formula, charge and spin)	1.436	eV
frontier orbital gap	3.5	eV
E_tot	-10948.9687	eV
net charge	+3

```
13
Properties=species:S:1:pos:R:3:forces:R:3:nbo_charge:R:1
Tl -5.761580 -0.462610 6.482550 0.562 -0.279 0.195 1.237
C -8.530360 1.840090 8.245100 1.192 -2.637 1.170 -0.295
O -7.197830 1.259610 8.432520 -3.696 0.214 -0.617 -0.374
H -8.531510 2.688890 7.561260 0.025 0.937 -0.486 0.326
H -9.321940 1.093130 8.185520 0.409 -0.446 -1.217 0.288
H -8.821300 2.345500 9.165980 0.334 1.196 1.070 0.362
H -6.805740 1.843570 9.085860 1.469 0.886 0.575 0.555
C -7.701350 1.140840 3.453030 3.458 1.568 0.860 -0.298
O -7.554240 1.284590 4.849160 -0.735 -1.862 -1.627 -0.358
H -7.460750 2.094100 2.982380 -1.065 0.879 -0.282 0.308
H -6.956090 0.483980 3.004440 -0.017 -1.231 0.488 0.299
H -8.653570 0.759820 3.083970 -1.736 -0.388 -0.198 0.411
H -7.910140 2.137160 5.110040 -0.199 1.162 0.070 0.537
```
Forces are in eV/Å.

Among the records above, which one has the highest E_tot?
C2H8O2Tl